Model A:
DFT (the ωB97M-V functional and the def2-TZVPD basis) results for a 2-piece molecular cluster, C7H10O overall.

Each line ends with the Mulliken charge.
Geometry (Å):
H -1.6399 1.7501 -3.6470  0.2665
C 1.2799 -1.5958 0.6543  -0.4483
H 1.7055 -2.4387 0.1120  0.3715
H -0.1619 0.9186 -1.9531  0.3210
H 2.1911 0.8741 2.7620  0.4332
C -1.7011 0.9490 -2.8637  -0.6665
C 1.5770 0.3069 2.1513  -0.4822
C 2.0949 -0.7809 1.4148  -0.2948
H -2.7918 1.1060 -2.8316  0.2546
H -0.1981 1.5321 2.4828  0.3327
C 0.2212 0.6054 2.0660  -0.3252
H -1.6855 -0.0841 1.3345  0.3176
O -1.0311 1.3644 -1.8064  -0.4287
H -0.8039 -1.8103 0.0026  0.3461
C -0.0862 -1.3085 0.6523  -0.3340
C -0.6042 -0.2517 1.3441  -0.2632
H 3.1486 -1.0123 1.4191  0.3502
H -1.5147 -0.1245 -3.2942  0.2495

Its SMILES is c1ccccc1.CO. The lowest unoccupied orbital energy comes out at 0.87 eV. Its frontier orbital gap is 10.18 eV.

Model B:
DFT (the ωB97M-V functional and the def2-TZVPD basis) results for C7H10O as an isolated structure.

Each line ends with the Mulliken charge.
Geometry (Å):
H 2.4760 1.4755 -0.4412  0.1873
H 0.6385 0.5697 -1.6841  0.1957
H -2.6229 2.1355 0.2854  0.2955
H -1.3123 1.0759 1.1696  0.2048
C 0.5622 -0.4929 0.1904  0.6431
C -0.6887 -1.2546 0.5672  -0.7614
H -0.5534 -2.3453 0.4861  0.2897
H 1.7541 0.0049 2.0221  0.3856
H 3.3339 -0.0740 -0.3798  0.2385
O -1.7141 -1.0292 -0.4270  -0.4036
H -3.0910 0.2996 -1.1598  0.3573
H -1.0511 -1.0339 1.5739  0.3718
C -2.0289 1.2277 0.3583  -0.7118
C 1.5464 -0.0037 0.9454  -0.6758
C 1.2141 -0.1581 -1.0891  -0.6018
H 1.4882 -0.9939 -1.7518  0.2264
C 2.3422 0.3981 -0.2323  -0.3200
C -2.2933 0.1987 -0.4333  0.0787

The lowest unoccupied orbital energy comes out at 1.04 eV. Its frontier orbital gap is 9.97 eV.

model A is preferred energetically. Next in line: 1.256 eV higher.

Model A:
DFT (the ωB97M-V functional and the def2-TZVPD basis) results for an isolated ion of composition C4H6O2P and charge -1.

Each line ends with the Mulliken charge.
Geometry (Å):
C -0.0450 -0.6938 -0.6104  -0.4144
O 0.6701 -1.6007 2.5539  -0.6717
C 0.4892 0.2741 -1.6003  -1.2577
O -0.0774 0.4420 3.0429  -0.6360
H 0.2518 -0.0813 -2.5215  0.3886
H 0.7807 -1.4284 -0.5730  0.2125
C 0.1167 -0.5594 2.3606  0.3754
P -1.1352 1.3374 1.0570  -0.1545
C -0.3111 -0.0974 0.8410  0.2488
H 0.0438 1.2623 -1.7050  0.3945
H 1.5362 0.5981 -1.4409  0.2826
H -1.3095 1.6031 -0.4586  -0.0742
H -1.0103 -1.0560 -0.9457  0.3061

As for the net charge: -1. Its SMILES is [H]/P=C(\CC)C(=O)[O-]. The lowest unoccupied orbital energy comes out at 3.98 eV. Its frontier orbital gap is 8.16 eV.

Model B:
DFT (the ωB97M-V functional and the def2-TZVPD basis) results for a 2-piece molecular cluster, C4H6O2P overall.

Each line ends with the Mulliken charge.
Geometry (Å):
H 1.5867 -1.6013 0.7942  0.0190
C 4.1757 1.4126 0.8279  0.6319
H -1.8846 1.7369 -0.4251  0.2632
O 4.5733 1.0559 -0.1923  -0.3859
C 0.4804 0.5540 0.3980  -0.5199
H 0.4513 1.5700 0.7780  0.3527
O 3.9972 1.9178 1.8516  -0.3673
H -0.4345 -0.9497 -0.7705  0.2113
C -1.6989 0.7216 -0.7396  -1.0016
P 1.9972 -0.2514 0.6319  -0.4231
H 2.4958 -0.6272 -0.6548  -0.0170
C -0.5638 0.0696 -0.4072  -0.0067
H -2.4669 0.2540 -1.3349  0.2436

As for the net charge: -1. The lowest unoccupied orbital energy comes out at 3.49 eV. Its frontier orbital gap is 5.28 eV.

model B is preferred energetically. Next in line: 0.114 eV higher.

Model A:
DFT (the ωB97M-V functional and the def2-TZVPD basis) results for one molecule with the formula C4H4N2.

Each line ends with the Mulliken charge.
Geometry (Å):
H -2.2250 1.1987 -0.8816  0.2485
C -0.3060 -0.8210 0.9835  0.0334
C 2.6306 -1.6977 -0.3793  -0.2138
N 1.7452 -1.5990 0.3195  0.5326
C -1.3818 1.2398 -0.1878  -0.7409
H -0.9515 -1.1122 1.8968  0.2599
C -0.7754 0.1467 0.2822  0.1369
H 3.7261 -1.6418 -0.5530  0.3127
N 0.6830 -1.7482 1.0169  -0.8238
H -0.9837 2.1207 0.1965  0.2545

The lowest unoccupied orbital energy comes out at 0.81 eV. Its frontier orbital gap is 8.71 eV.

Model B:
DFT (the ωB97M-V functional and the def2-TZVPD basis) results for one molecule with the formula C4H4N2.

Each line ends with the Mulliken charge.
Geometry (Å):
C 0.0097 -0.7959 -0.4604  -0.3015
H -1.8507 0.7711 -1.3648  0.2289
H -0.1033 -1.5493 -1.2332  0.3606
N 1.2614 0.6321 2.3423  -0.5901
N 1.0864 -0.1981 1.5776  0.4370
H 1.4286 -2.0069 0.7340  0.3483
H -0.8775 2.4012 -1.0226  0.2054
C -0.5178 0.3953 -0.5951  0.1067
C -1.2805 1.4563 -0.6644  -0.6334
C 0.8437 -1.1059 0.6867  -0.1620

The lowest unoccupied orbital energy comes out at 0.52 eV. Its frontier orbital gap is 7.90 eV.

Model C:
DFT (the ωB97M-V functional and the def2-TZVPD basis) results for a 3-piece molecular cluster, C4H4N2 overall.

Each line ends with the Mulliken charge.
Geometry (Å):
N 0.7919 -1.7968 -0.0448  -0.3773
N 1.6403 1.3516 -0.0265  -0.4035
H -0.4023 2.4130 0.0457  0.4765
C -0.3598 -1.8223 -0.0236  0.1578
H -1.4143 -1.9669 -0.0069  0.1920
C 2.2295 0.3621 -0.0508  0.1002
H -2.5250 -0.1344 0.0720  0.4656
C -1.7407 0.5832 0.0575  -0.3303
C -1.0221 1.5476 0.0504  -0.5834
H 2.8026 -0.5371 -0.0731  0.3026

Its SMILES is C#C.C#N.C#N. The lowest unoccupied orbital energy comes out at 0.91 eV. Its frontier orbital gap is 11.24 eV.

Model D:
DFT (the ωB97M-V functional and the def2-TZVPD basis) results for a 3-piece molecular cluster, C4H4N2 overall.

Each line ends with the Mulliken charge.
Geometry (Å):
C 2.1547 0.1836 -0.2151  -0.3965
N 0.5401 -2.5217 -0.1813  -0.0110
H -1.1799 1.9151 -0.6286  0.3767
H 2.6100 -0.7301 -0.5277  0.4139
H 1.1587 2.1087 0.4645  0.3839
H -2.6769 -0.7952 0.6282  0.3961
N -0.4558 -2.5362 0.2915  -0.0025
C 1.6252 1.2042 0.1393  -0.3934
C -2.2010 0.0788 0.2327  -0.4210
C -1.6543 1.0500 -0.2170  -0.3462

Its SMILES is C#C.C#C.N#N. The lowest unoccupied orbital energy comes out at 1.28 eV. Its frontier orbital gap is 11.68 eV.

model D is preferred energetically. Next in line: 0.533 eV higher.

Model A:
DFT (the ωB97M-V functional and the def2-TZVPD basis) results for one molecule with the formula C4H4N2.

Each line ends with the Mulliken charge.
Geometry (Å):
N -0.3782 -1.5425 2.3292  -0.3748
H -0.0543 -1.2323 -1.4262  0.2750
C -0.0165 -0.9366 1.4160  0.0366
C -0.4922 0.9212 -0.0387  -0.6905
H -1.9453 2.6103 -0.4958  0.4177
H 1.5043 -0.6952 -1.4426  0.2559
C 0.4696 -0.1656 0.2449  0.3381
C -1.2696 1.8110 -0.2865  0.1414
N 0.7709 -1.0772 -0.8554  -0.6053
H 1.4113 0.3069 0.5552  0.2060

Its SMILES is C#C[C@H](N)C#N. The lowest unoccupied orbital energy comes out at 0.61 eV. Its frontier orbital gap is 11.06 eV.

Model B:
DFT (the ωB97M-V functional and the def2-TZVPD basis) results for one molecule with the formula C4H4N2.

Each line ends with the Mulliken charge.
Geometry (Å):
H -1.5068 1.6347 -0.1149  0.3470
C -1.6594 -1.1147 -0.2564  -0.0510
N 0.7322 -1.6134 -0.0305  -0.5421
H 2.3042 -0.3960 0.2006  0.3962
N -0.6016 -1.6702 -0.2478  0.1452
H 0.9960 1.6468 -0.6509  0.3352
C 0.4944 0.8172 -0.1620  -0.1249
C 1.2239 -0.4110 0.0678  -0.0706
C -0.8063 0.8713 0.1833  -0.7731
H -1.1717 0.2515 1.0082  0.3380

The lowest unoccupied orbital energy comes out at -0.38 eV. Its frontier orbital gap is 9.19 eV.

Model C:
DFT (the ωB97M-V functional and the def2-TZVPD basis) results for one molecule with the formula C4H4N2.

Each line ends with the Mulliken charge.
Geometry (Å):
N -0.2677 1.3412 -1.1365  -0.3791
C 1.2224 -0.0701 -0.3742  0.0178
H -1.4993 -1.3916 0.6245  0.3312
H 1.8441 -0.8932 -0.6800  0.3226
N 0.9033 0.6892 -1.3667  -0.3797
C -1.0380 0.6629 -0.3556  0.0180
C 0.4567 -0.4010 0.8652  -0.2922
H 0.8713 -0.6224 1.8536  0.3310
C -0.7734 -0.6092 0.3824  -0.2923
H -1.7194 1.2943 0.1871  0.3228

Its SMILES is c1ccnnc1. The lowest unoccupied orbital energy comes out at 0.16 eV. Its frontier orbital gap is 9.52 eV.

model A is preferred energetically. Next in line: 1.619 eV higher.